[1]
Here is 8 unconnected molecules or ions with the total composition C48H110N6O8 at a distorted geometry from the OMol25 dataset. Energies are from the ωB97M-V functional and the def2-TZVPD basis.

Geometry as XYZ:
```
172
Properties=species:S:1:pos:R:3:lowdin_charge:R:1
C 2.62 0.09 1.08 -0.0231
C 1.58 -0.03 -0.11 -0.4529
C 0.07 -0.20 0.42 -0.0154
C 1.63 1.22 -0.93 -0.1663
C 2.89 1.36 -1.85 -0.1818
C 2.87 0.20 -2.81 -0.1324
C 2.89 -1.24 -2.07 -0.4657
C 2.60 -2.37 -3.11 -0.0393
C 4.29 -1.51 -1.55 -0.0478
N 1.82 -1.18 -1.05 -0.0981
O 1.69 -2.41 -0.36 -0.0241
H 3.66 0.40 0.95 0.0704
H 2.34 0.86 1.80 0.0754
H 2.57 -0.82 1.67 0.0701
H -0.05 -1.02 1.14 0.0737
H -0.18 0.78 0.84 0.0704
H -0.73 -0.22 -0.32 0.0782
H 0.84 1.27 -1.68 0.1220
H 1.70 2.10 -0.29 0.1195
H 2.85 2.31 -2.37 0.1126
H 3.74 1.35 -1.17 0.0972
H 3.77 0.35 -3.40 0.1099
H 2.11 0.07 -3.58 0.1136
H 2.88 -3.38 -2.84 0.0748
H 3.07 -2.15 -4.07 0.0799
H 1.52 -2.48 -3.23 0.0802
H 5.11 -1.68 -2.26 0.0921
H 4.21 -2.15 -0.67 0.0743
H 4.74 -0.64 -1.07 0.0605
H 2.46 -2.58 0.17 0.0720
C -8.56 1.89 9.77 -0.0637
C -8.24 3.24 9.21 -0.5290
C -9.04 4.28 9.94 -0.0502
C -6.75 3.39 9.54 -0.1677
C -5.87 2.87 8.45 -0.1971
C -6.24 3.46 7.05 -0.1005
C -7.67 2.94 6.69 -0.4491
C -7.96 3.89 5.44 -0.0514
C -7.88 1.41 6.46 0.0014
N -8.59 3.39 7.77 -0.1107
O -9.99 3.08 7.49 -0.0120
H -9.56 1.57 9.50 0.0868
H -7.86 1.10 9.50 0.0838
H -8.58 1.93 10.85 0.0901
H -8.89 5.27 9.49 0.0880
H -10.11 4.13 9.80 0.0803
H -8.90 4.34 11.01 0.0894
H -6.60 4.37 9.99 0.1164
H -6.46 2.81 10.42 0.1182
H -4.82 2.95 8.75 0.1105
H -5.94 1.79 8.58 0.0967
H -5.54 3.20 6.25 0.1177
H -6.17 4.48 7.44 0.1214
H -7.97 4.93 5.76 0.0836
H -8.63 3.57 4.65 0.0721
H -7.12 3.84 4.75 0.0641
H -6.95 0.86 6.60 0.0755
H -8.32 1.17 5.49 0.0764
H -8.57 1.10 7.24 0.0636
H -10.21 3.95 7.16 0.0958
C 2.47 9.90 1.94 -0.0482
C 3.89 10.32 1.58 -0.4779
C 4.69 9.03 1.57 -0.0707
C 3.93 10.82 0.13 -0.1158
C 3.68 12.35 0.10 -0.1957
C 4.60 13.08 1.03 -0.1786
C 4.33 12.73 2.51 -0.4794
C 5.46 13.37 3.26 -0.0599
C 2.97 13.42 2.86 -0.0160
N 4.50 11.23 2.66 -0.1288
O 4.37 10.82 3.93 -0.0045
H 2.25 10.04 3.00 0.0800
H 1.72 10.45 1.38 0.0779
H 2.20 8.86 1.80 0.0808
H 4.41 8.45 2.45 0.0804
H 4.55 8.32 0.75 0.0862
H 5.76 9.22 1.50 0.0852
H 4.90 10.59 -0.31 0.1118
H 3.25 10.28 -0.53 0.1204
H 3.91 12.82 -0.86 0.1061
H 2.67 12.73 0.20 0.1042
H 4.34 14.13 0.94 0.1140
H 5.59 13.04 0.57 0.1241
H 5.35 13.13 4.32 0.0804
H 5.43 14.46 3.24 0.0876
H 6.42 13.09 2.84 0.0894
H 2.99 14.48 2.64 0.0810
H 2.87 13.32 3.94 0.0793
H 2.10 13.00 2.35 0.0708
H 5.26 10.49 4.08 0.1160
C -1.76 -11.12 -3.98 -0.0293
C -0.81 -9.85 -3.96 -0.4956
C -1.73 -8.66 -3.66 -0.0325
C 0.19 -10.07 -2.85 -0.1610
C 1.35 -11.02 -3.12 -0.1712
C 2.09 -10.60 -4.41 -0.1308
C 1.14 -10.52 -5.62 -0.4545
C 1.88 -9.72 -6.82 -0.0319
C 0.83 -11.92 -6.20 -0.0420
N -0.12 -9.79 -5.28 -0.1283
O -1.00 -9.70 -6.35 -0.0149
H -2.17 -11.22 -2.98 0.0773
H -2.58 -10.81 -4.62 0.0686
H -1.33 -12.04 -4.38 0.0726
H -2.26 -8.57 -2.71 0.0875
H -1.01 -7.85 -3.77 0.0831
H -2.53 -8.57 -4.40 0.0750
H 0.67 -9.16 -2.51 0.1208
H -0.34 -10.51 -2.00 0.1161
H 2.06 -11.07 -2.29 0.1097
H 1.01 -12.06 -3.19 0.1030
H 2.78 -11.42 -4.62 0.1122
H 2.75 -9.74 -4.33 0.1165
H 2.83 -10.25 -6.85 0.0693
H 2.07 -8.66 -6.66 0.0752
H 1.43 -9.86 -7.80 0.0723
H 1.66 -12.12 -6.88 0.0716
H -0.06 -11.96 -6.82 0.0817
H 0.85 -12.72 -5.45 0.0734
H -0.92 -8.78 -6.64 0.1063
C -2.94 -4.22 8.35 -0.0809
O -1.95 -3.84 7.38 -0.1528
C -0.72 -3.47 7.77 -0.2681
C 0.33 -4.53 7.54 -0.4592
C 0.15 -5.84 8.23 -0.0765
N 1.66 -4.04 7.84 0.0300
H -3.89 -4.27 7.81 0.0841
H -3.18 -3.63 9.24 0.0855
H -2.80 -5.24 8.71 0.0740
H -0.51 -2.56 7.20 0.1248
H -0.72 -3.05 8.78 0.1329
H 0.36 -4.78 6.48 0.1352
H -0.70 -6.48 7.98 0.0754
H 0.13 -5.74 9.31 0.0844
H 0.97 -6.52 8.00 0.0742
H 2.37 -4.58 7.36 0.0731
H 1.70 -3.11 7.44 0.0639
C -4.41 0.84 -10.96 -0.1260
O -4.51 0.00 -9.84 -0.1832
C -4.99 0.76 -8.73 -0.1941
C -4.71 0.17 -7.30 -0.4443
C -5.00 -1.30 -7.20 -0.0890
N -5.54 0.78 -6.26 0.0281
H -5.20 1.56 -11.16 0.0855
H -4.35 0.18 -11.83 0.0908
H -3.49 1.38 -10.73 0.0896
H -4.70 1.80 -8.68 0.1178
H -6.08 0.73 -8.84 0.1245
H -3.65 0.31 -7.10 0.1266
H -4.29 -1.85 -7.82 0.0751
H -6.02 -1.43 -7.54 0.0830
H -4.98 -1.85 -6.26 0.0760
H -5.83 1.73 -6.43 0.0652
H -4.95 0.73 -5.44 0.0742
C 3.42 0.93 -10.55 -0.0947
C 2.32 0.04 -10.89 -0.4375
O 2.67 -1.27 -11.05 -0.0378
H 4.11 0.93 -11.39 0.0857
H 3.90 0.55 -9.65 0.0834
H 2.85 1.85 -10.37 0.0867
H 1.91 0.42 -11.82 0.1081
H 1.47 0.23 -10.24 0.1120
H 1.90 -1.84 -11.17 0.0940
C 10.87 -5.57 -1.43 -0.0937
C 11.63 -4.62 -2.32 -0.3624
O 12.31 -5.33 -3.30 -0.0639
H 10.19 -4.98 -0.81 0.0721
H 11.49 -6.01 -0.64 0.0686
H 10.42 -6.34 -2.06 0.0790
H 12.15 -3.95 -1.64 0.1082
H 10.88 -4.06 -2.88 0.1063
H 12.57 -4.73 -4.01 0.0859
```

Summary:
E_LUMO	0.4	eV
E_tot	-76867.400	eV
energy above the lowest of the compared OMol25 structures with the same formula, charge and spin	165.5	kcal/mol
charge	0

[2]
Here is 10 unconnected molecules or ions with the total composition C48H112N4O10S6 at a distorted geometry from the OMol25 dataset. Energies are from the ωB97M-V functional and the def2-TZVPD basis.

Geometry as XYZ:
```
180
Properties=species:S:1:pos:R:3:lowdin_charge:R:1
C -1.59 -3.41 -6.07 -0.2557
S -1.87 -2.02 -7.26 0.8809
O -0.89 -0.99 -6.62 -0.6142
C -0.90 -2.83 -8.60 -0.2575
H -2.27 -3.32 -5.22 0.0398
H -0.60 -3.46 -5.62 0.0634
H -1.88 -4.29 -6.64 0.0361
H -0.87 -2.17 -9.48 0.0492
H -1.38 -3.75 -8.93 0.0448
H 0.06 -3.03 -8.13 0.0312
C 1.19 6.51 -0.86 -0.2463
S 2.82 5.77 -1.41 0.9166
O 2.67 4.35 -2.06 -0.5782
C 3.41 7.00 -2.69 -0.2356
H 0.60 6.75 -1.75 0.0306
H 1.39 7.44 -0.34 0.0555
H 0.49 5.77 -0.46 0.0484
H 2.71 7.79 -2.97 0.0407
H 3.65 6.52 -3.64 0.0526
H 4.28 7.57 -2.35 0.0414
C 0.69 -1.16 6.04 -0.2518
S -1.18 -1.23 6.20 0.8423
O -1.32 -0.99 7.70 -0.5958
C -1.63 0.40 5.37 -0.2286
H 1.09 -1.14 5.03 0.0250
H 1.07 -2.08 6.47 0.0389
H 1.19 -0.29 6.47 0.0536
H -1.10 0.48 4.42 0.0278
H -1.29 1.22 6.00 0.0478
H -2.69 0.56 5.15 0.0370
C 7.09 1.27 1.78 -0.2482
S 6.22 2.19 0.44 0.8432
O 7.43 2.73 -0.37 -0.5955
C 5.56 0.85 -0.61 -0.2629
H 7.81 0.60 1.29 0.0521
H 6.25 0.77 2.25 0.0320
H 7.47 2.11 2.36 0.0444
H 4.86 0.20 -0.09 0.0312
H 6.36 0.27 -1.07 0.0537
H 5.00 1.32 -1.42 0.0436
C 4.23 -0.95 -6.28 -0.2398
S 2.75 -0.60 -7.33 0.8160
O 2.10 -1.90 -7.31 -0.5691
C 1.81 0.43 -6.17 -0.2822
H 4.13 -1.97 -5.91 0.0452
H 4.25 -0.33 -5.39 0.0374
H 5.22 -0.97 -6.72 0.0410
H 1.76 -0.22 -5.30 0.0349
H 0.84 0.79 -6.50 0.0472
H 2.40 1.30 -5.87 0.0472
C 1.92 -3.72 2.88 -0.2344
S 0.09 -4.04 2.61 0.8873
O -0.54 -2.65 2.28 -0.5948
C 0.25 -4.53 0.90 -0.2803
H 2.21 -3.75 3.93 0.0364
H 1.98 -2.65 2.70 0.0451
H 2.59 -4.38 2.34 0.0231
H 0.90 -5.38 0.69 0.0524
H 0.76 -3.74 0.35 0.0369
H -0.71 -4.65 0.40 0.0601
C 7.04 -6.01 2.97 -0.0459
C 5.68 -5.27 2.86 -0.4688
C 5.76 -4.03 3.84 -0.1076
C 6.61 -2.81 3.41 -0.1527
C 6.17 -2.41 2.00 -0.1637
C 6.09 -3.56 0.99 -0.4722
N 5.31 -4.75 1.48 -0.0877
O 5.05 -5.74 0.47 -0.0070
C 5.32 -2.89 -0.20 -0.0338
C 7.48 -4.01 0.54 -0.0315
C 4.68 -6.34 3.28 -0.0415
H 7.24 -6.78 2.22 0.0882
H 7.34 -6.35 3.96 0.0886
H 7.77 -5.22 2.78 0.0470
H 4.74 -3.74 4.09 0.0943
H 5.95 -4.41 4.85 0.1138
H 7.65 -3.12 3.32 0.0957
H 6.67 -1.90 4.00 0.1116
H 6.93 -1.73 1.62 0.1089
H 5.18 -1.96 2.09 0.1198
H 5.43 -3.38 -1.17 0.0858
H 4.26 -2.67 -0.05 0.0757
H 5.71 -1.89 -0.36 0.0476
H 8.29 -3.88 1.25 0.0734
H 7.48 -5.07 0.31 0.0812
H 7.84 -3.53 -0.37 0.0835
H 4.82 -7.26 2.71 0.0896
H 3.72 -5.85 3.16 0.0527
H 4.72 -6.57 4.35 0.0901
H 4.36 -5.25 0.03 0.0818
C -2.54 5.65 -2.74 -0.0341
C -3.34 6.37 -1.66 -0.5120
C -4.43 7.22 -2.30 -0.1336
C -5.74 6.45 -2.69 -0.1684
C -6.20 5.63 -1.47 -0.1489
C -5.11 4.75 -0.76 -0.3623
N -3.78 5.42 -0.65 -0.1082
O -2.78 4.67 0.02 -0.0012
C -5.63 4.51 0.76 -0.0269
C -4.91 3.48 -1.68 -0.0129
C -2.43 7.48 -1.16 -0.0644
H -1.63 5.15 -2.41 0.0641
H -2.29 6.26 -3.61 0.0898
H -3.15 4.83 -3.09 0.0678
H -4.71 8.09 -1.71 0.1119
H -4.07 7.74 -3.18 0.1178
H -5.55 5.79 -3.53 0.0972
H -6.57 6.99 -3.15 0.1085
H -7.03 5.04 -1.86 0.1148
H -6.63 6.38 -0.81 0.1127
H -5.62 5.31 1.50 0.0659
H -6.69 4.28 0.87 0.0676
H -5.08 3.84 1.43 0.0582
H -5.47 3.56 -2.61 0.0710
H -3.92 3.34 -2.11 0.0437
H -5.13 2.49 -1.29 0.0730
H -1.57 7.22 -0.54 0.0560
H -3.01 8.02 -0.40 0.0832
H -1.98 8.24 -1.80 0.0952
H -2.60 5.11 0.85 0.1038
C -4.98 -2.55 5.26 -0.0141
C -4.84 -3.19 3.80 -0.4568
C -6.12 -4.01 3.40 -0.0977
C -7.33 -3.21 2.79 -0.1511
C -6.78 -2.35 1.61 -0.1444
C -5.51 -1.46 1.95 -0.4983
N -4.52 -2.13 2.81 -0.1007
O -3.40 -1.32 3.18 -0.0202
C -4.98 -1.16 0.55 -0.0336
C -6.04 -0.31 2.71 -0.0427
C -3.65 -4.12 3.80 -0.0690
H -5.00 -3.29 6.06 0.0771
H -5.96 -2.08 5.24 0.0606
H -4.27 -1.85 5.69 0.0595
H -5.82 -4.82 2.73 0.1115
H -6.56 -4.39 4.32 0.1100
H -7.69 -2.51 3.54 0.0902
H -8.17 -3.82 2.44 0.1041
H -7.46 -1.68 1.08 0.1067
H -6.65 -3.05 0.78 0.1059
H -4.46 -0.21 0.42 0.0526
H -4.33 -1.90 0.08 0.0898
H -5.74 -1.02 -0.22 0.0787
H -5.26 0.44 2.85 0.0850
H -6.82 0.21 2.16 0.0863
H -6.54 -0.62 3.64 0.0780
H -3.70 -5.10 4.29 0.0851
H -2.78 -3.63 4.24 0.0618
H -3.35 -4.47 2.82 0.0788
H -2.78 -1.56 2.48 0.0658
C 0.97 1.05 1.38 -0.0337
C 0.45 0.50 0.04 -0.4405
C -1.06 0.17 0.04 -0.1089
C -2.02 1.37 -0.41 -0.1015
C -1.43 1.94 -1.84 -0.0954
C 0.05 1.51 -2.31 -0.4104
N 0.77 1.48 -1.04 -0.1053
O 2.14 1.85 -1.12 -0.0374
C -0.01 0.11 -3.15 -0.0182
C 0.45 2.57 -3.37 -0.0423
C 1.22 -0.88 -0.20 -0.0304
H 0.54 0.64 2.30 0.0646
H 0.51 2.03 1.52 0.0768
H 2.01 1.33 1.52 0.0749
H -1.27 -0.77 -0.47 0.1076
H -1.37 -0.03 1.06 0.0913
H -2.21 2.23 0.24 0.0789
H -3.02 0.96 -0.53 0.0594
H -1.61 3.01 -1.75 0.0622
H -2.10 1.56 -2.60 0.0970
H -0.25 0.35 -4.18 0.0484
H 0.98 -0.33 -3.04 0.0653
H -0.80 -0.58 -2.86 0.0692
H 0.68 3.57 -3.00 0.0499
H 1.35 2.26 -3.91 0.0697
H -0.41 2.77 -4.01 0.0874
H 1.09 -1.38 -1.16 0.0599
H 0.81 -1.56 0.55 0.0362
H 2.29 -0.70 -0.17 0.0601
H 2.21 2.78 -1.33 0.0173
```

Summary:
E_LUMO	0.3	eV
E_tot	-143022.063	eV
energy above the lowest of the compared OMol25 structures with the same formula, charge and spin	143.8	kcal/mol
charge	0